[1]
A structure of composition C37H40AuP2. Source: OMol25; level of theory: the ωB97M-V functional and the def2-TZVPD basis.

Values from the calculation:
Gap between HOMO and LUMO (alpha / beta), eV: 7.144 / 4.269
Multiplicity: 3
Energy, eV: -61262.0681
Total charge: +3

Atoms and positions in Å:
1 Au -0.51887 -0.26923 -0.30060
2 C -0.89170 0.86222 4.28818
3 C -0.30905 -0.54811 4.35007
4 C -1.07980 -1.42041 5.41098
5 C -0.37899 -1.33764 3.11057
6 C 0.60804 -2.33715 2.84322
7 C 0.50289 -3.16788 1.76915
8 C -0.63499 -3.10913 0.91211
9 C -0.87397 -4.14741 -0.10709
10 C -1.61697 -2.07409 1.13072
11 C -1.49010 -1.21521 2.19415
12 H -0.77156 1.33606 5.26154
13 H -1.96045 0.86337 4.06304
14 H -0.37973 1.47858 3.54759
15 H 0.73382 -0.51190 4.67635
16 H -2.14697 -1.44141 5.18774
17 H -0.93165 -0.94572 6.38088
18 H -0.70518 -2.44188 5.46662
19 H 1.44929 -2.43296 3.52064
20 H 1.26156 -3.91902 1.58552
21 H -1.44209 -3.77196 -0.95977
22 H -1.49236 -4.93184 0.35921
23 H 0.04522 -4.63368 -0.43113
24 H -2.54047 -2.09762 0.56008
25 H -2.27873 -0.50330 2.40677
26 C -0.81163 2.53446 -2.31213
27 C 0.48396 2.73127 -1.50621
28 P 0.44518 1.90007 0.10907
29 C 2.07859 1.94515 0.81741
30 C 3.01138 2.90267 0.41467
31 C 4.25277 2.94596 1.03197
32 C 4.56911 2.03470 2.03054
33 C 3.64730 1.06956 2.42160
34 C 2.40485 1.02412 1.81532
35 C -0.71304 2.74688 1.18582
36 C -0.24404 3.76797 2.01628
37 C -1.13979 4.46564 2.81158
38 C -2.49152 4.14160 2.79503
39 C -2.96071 3.11703 1.98039
40 C -2.07299 2.41506 1.18123
41 C -0.73865 1.39739 -3.33891
42 P -0.39552 -0.27654 -2.69151
43 C -1.54613 -1.44429 -3.40459
44 C -1.24367 -2.01275 -4.64435
45 C -2.17348 -2.84370 -5.24853
46 C -3.38365 -3.11477 -4.62035
47 C -3.68226 -2.55150 -3.38507
48 C -2.76329 -1.71333 -2.77407
49 C 1.27031 -0.79928 -3.05208
50 C 2.25435 0.05332 -3.55166
51 C 3.53411 -0.43218 -3.77555
52 C 3.83633 -1.75770 -3.49669
53 C 2.85904 -2.61460 -2.99667
54 C 1.58021 -2.13924 -2.77045
55 H -1.03755 3.45215 -2.85281
56 H -1.66203 2.37210 -1.64607
57 H 0.65729 3.78955 -1.30321
58 H 1.35683 2.35514 -2.04322
59 H 2.77890 3.62377 -0.35868
60 H 4.97481 3.69391 0.73150
61 H 5.54023 2.07499 2.50688
62 H 3.90695 0.35916 3.19634
63 H 1.67877 0.27295 2.11208
64 H 0.80909 4.02050 2.04112
65 H -0.78200 5.26693 3.44487
66 H -3.18344 4.68975 3.42158
67 H -4.01547 2.87416 1.96729
68 H -2.44265 1.61608 0.54451
69 H 0.01830 1.60688 -4.09697
70 H -1.69421 1.30669 -3.85536
71 H -0.29698 -1.81159 -5.13120
72 H -1.95274 -3.28056 -6.21341
73 H -4.10176 -3.76680 -5.10057
74 H -4.63331 -2.75780 -2.91103
75 H -3.00359 -1.24330 -1.82413
76 H 2.03084 1.08207 -3.80380
77 H 4.29305 0.22128 -4.18589
78 H 4.83523 -2.13046 -3.68431
79 H 3.09807 -3.65291 -2.80607
80 H 0.80303 -2.81028 -2.41807

Löwdin population analysis, charges in e, atoms 1 to 5:
1. Au 0.746
2. C -0.034
3. C -0.351
4. C 0.016
5. C -0.134

[2]
A structure of composition C23H33N12O2W. Source: OMol25; level of theory: the ωB97M-V functional and the def2-TZVPD basis.

Values from the calculation:
Gap between HOMO and LUMO (alpha / beta), eV: 6.120 / 5.527
Multiplicity: 3
Energy, eV: -48162.5012
Total charge: +3

Atoms and positions in Å:
1 W -0.27231 1.05971 2.02560
2 N -0.23392 -1.15451 2.43969
3 C 0.09324 -1.36190 3.87678
4 C -0.92751 -0.59300 4.67695
5 N -0.91692 0.84985 4.27175
6 C -2.28022 1.42139 4.43858
7 C -3.19419 0.90685 3.35400
8 N -2.54179 1.14195 2.02964
9 C 0.02398 1.56743 5.18566
10 C 0.57340 2.78301 4.49055
11 N 1.13479 2.28162 3.22215
12 H -1.08835 -1.66699 2.22678
13 H 0.49061 -1.57794 1.86331
14 H 1.10355 -0.98126 4.03418
15 H 0.08669 -2.41856 4.14772
16 H -0.74711 -0.68287 5.74963
17 H -1.91651 -1.01160 4.49445
18 H -2.19416 2.50646 4.36795
19 H -2.68193 1.17754 5.42665
20 H -4.16500 1.39960 3.39914
21 H -3.37876 -0.16179 3.44649
22 H -2.77124 2.08880 1.73224
23 H -2.98935 0.52883 1.35160
24 H 0.84500 0.88727 5.41986
25 H -0.47585 1.80749 6.12627
26 H 1.33033 3.28124 5.09732
27 H -0.20643 3.50672 4.25499
28 H 1.96416 1.71247 3.39242
29 H 1.47042 3.05322 2.65062
30 C -0.16290 -6.22776 -7.43750
31 O 0.12498 -5.85556 -6.07170
32 C 0.65689 -4.68963 -5.80633
33 C 0.97578 -3.71853 -6.77578
34 C 1.54861 -2.54462 -6.36495
35 C 1.79761 -2.30632 -4.99717
36 C 1.47972 -3.28536 -4.02284
37 C 0.91090 -4.45107 -4.42576
38 N 2.43364 -1.13617 -4.71504
39 N 2.81329 -0.68835 -3.66207
40 C 2.46878 -0.50631 -2.35749
41 C 3.50770 -0.47588 -1.42075
42 C 3.28539 -0.16475 -0.09008
43 C 2.00787 0.19528 0.33018
44 O 1.71604 0.56215 1.55074
45 C 0.94593 0.21028 -0.62157
46 N -0.26477 0.63644 -0.12840
47 C -1.27583 0.72621 -0.98234
48 C -1.17378 0.36901 -2.33390
49 C 0.02678 -0.06119 -2.83240
50 C 1.13767 -0.14417 -1.96800
51 H -0.59151 -7.22075 -7.37357
52 H 0.75951 -6.25199 -8.01562
53 H -0.88267 -5.53326 -7.86824
54 H 0.79293 -3.89822 -7.82391
55 H 1.83401 -1.78284 -7.07841
56 H 1.70270 -3.11814 -2.97690
57 H 0.65903 -5.23991 -3.73073
58 H 4.50829 -0.70170 -1.76525
59 H 4.10034 -0.16494 0.62022
60 H -2.21003 1.11964 -0.60329
61 H -2.04342 0.46296 -2.96840
62 H 0.12086 -0.31259 -3.88054
63 N -1.87546 6.29476 1.66159
64 N -1.30349 5.11800 1.27478
65 N -0.48872 5.05822 0.25002
66 C -0.07387 3.80236 0.30865
67 N -0.61969 3.14749 1.34024
68 N -1.42021 4.02516 1.96215
69 H -1.93989 6.91017 0.85781
70 H -2.75265 6.11681 2.13551
71 H 0.62906 3.37403 -0.38597

Löwdin population analysis, charges in e, atoms 1 to 5:
1. W 1.498
2. N -0.059
3. C -0.178
4. C -0.154
5. N -0.257

[3]
A cluster of 2 separate species, C3H7N3O in total. Source: OMol25; level of theory: the ωB97M-V functional and the def2-TZVPD basis.

Values from the calculation:
Gap between HOMO and LUMO, eV: 9.676
Energy, eV: -9740.4677
Total charge: 0

Atoms and positions in Å:
1 C -1.40868 -0.21580 -1.65125
2 N -0.01352 -0.14875 -2.03959
3 C 0.90120 0.42174 -1.49682
4 N 1.94070 0.88177 -0.98895
5 C 0.14816 -0.21204 1.37421
6 O 1.38552 0.17276 1.67474
7 N -0.41846 -0.69060 2.48434
8 H -1.93936 0.67074 -2.01357
9 H -1.46860 -0.26819 -0.55872
10 H -1.86206 -1.09898 -2.10655
11 H 1.78875 0.48337 0.83391
12 H 2.22969 1.79297 -1.32707
13 H -1.35770 -1.04812 2.44331
14 H 0.07434 -0.74087 3.37201

Löwdin population analysis, charges in e, atoms 1 to 5:
1. C -0.114
2. N 0.052
3. C -0.303
4. N 0.105
5. C -0.241

[4]
The ion C8H18BN2S with charge -1. Source: OMol25; level of theory: the ωB97M-V functional and the def2-TZVPD basis.

Values from the calculation:
Gap between HOMO and LUMO, eV: 7.906
Energy, eV: -23081.4340
Total charge: -1

Atoms and positions in Å:
1 C 1.68653 -2.19612 0.49861
2 C 0.95987 -2.51832 -0.81585
3 C 0.15811 -1.36244 -1.42161
4 C -1.02833 -0.86699 -0.57253
5 C -2.17638 -0.43438 -1.49400
6 B -0.65269 0.29584 0.53643
7 C 0.34899 1.43879 -0.05562
8 N 0.38800 2.69128 0.74261
9 C 1.71268 3.07484 1.20514
10 N -2.07240 1.07184 0.93635
11 C -2.68755 0.67993 1.86411
12 S -3.60248 0.23387 3.11597
13 H 1.26992 -2.74766 1.33985
14 H 1.67953 -1.13400 0.72351
15 H 2.73349 -2.50656 0.43189
16 H 1.69448 -2.83503 -1.56316
17 H 0.28604 -3.36989 -0.68860
18 H 0.85067 -0.55712 -1.68622
19 H -0.24131 -1.73534 -2.37419
20 H -1.39535 -1.74010 -0.01458
21 H -3.11828 -0.36138 -0.95357
22 H -2.32549 -1.18149 -2.28478
23 H -1.95875 0.51541 -1.98982
24 H -0.18172 -0.20088 1.54736
25 H 1.36559 1.03162 -0.11437
26 H 0.04549 1.67873 -1.08556
27 H 0.04564 3.44862 0.17085
28 H 2.51852 2.73705 0.53620
29 H 1.91269 2.68574 2.20644
30 H 1.78451 4.16414 1.25916

Löwdin population analysis, charges in e, atoms 1 to 5:
1. C -0.106
2. C -0.261
3. C -0.223
4. C -0.330
5. C -0.112